# C5H15NOP

A cluster of 2 separate species, C5H15NOP in total at a distorted geometry (wB97M-V/def2-TZVPD, OMol25).

Structure (XYZ):
```
23
Properties=species:S:1:pos:R:3:lowdin_charge:R:1
C -1.813 0.323 0.985 -0.04
C 0.334 1.754 1.170 -0.01
C 0.354 0.430 -1.883 -0.06
C -0.348 0.364 1.321 -0.37
C 0.392 -0.623 -0.727 -0.64
N -0.530 -1.778 -0.925 0.15
O -0.050 -0.554 2.296 0.04
P 1.994 -1.202 -0.061 0.87
H -2.354 1.315 1.261 0.14
H -2.276 -0.464 1.608 0.11
H -2.003 0.177 -0.081 0.06
H 1.319 1.497 0.840 0.03
H -0.138 2.317 0.310 0.11
H 0.447 2.322 2.102 0.10
H 0.836 1.286 -1.471 0.06
H -0.599 0.736 -2.067 0.04
H 0.765 -0.052 -2.702 0.06
H -0.622 -2.228 -1.804 0.15
H -0.324 -2.494 -0.269 0.13
H -1.392 -1.193 -0.678 0.14
H 0.874 -0.491 2.488 0.08
H 2.557 0.077 -0.405 -0.06
H 2.578 -1.520 -1.309 -0.09
```

**Calculated total energy**: -18244.4622 eV
**Net charge**: +1
**Energy relative to the best compared isomer or geometry (same formula, charge and spin)**: 357.33 kJ/mol
**Largest force on an atom**: 4.35 eV Å⁻¹

# C34H100N14O16

A cluster of 13 separate species, C34H100N14O16 in total at a distorted geometry (wB97M-V/def2-TZVPD, OMol25).

Structure (XYZ):
```
164
Properties=species:S:1:pos:R:3:lowdin_charge:R:1
C -3.133 -2.318 0.034 -0.08
C -4.601 -2.670 -0.319 -0.36
C -4.872 -3.430 -1.776 -0.14
O -4.312 -2.538 -2.730 -0.25
C -4.712 -3.021 -4.062 -0.07
N -5.250 -3.436 0.735 0.03
H -2.455 -3.165 -0.064 0.06
H -2.974 -2.186 1.104 0.07
H -2.907 -1.347 -0.407 0.05
H -5.044 -1.674 -0.339 0.11
H -5.906 -3.736 -1.940 0.11
H -4.192 -4.281 -1.750 0.11
H -4.767 -2.063 -4.577 0.07
H -5.779 -3.242 -4.067 0.08
H -4.170 -3.772 -4.637 0.09
H -5.515 -2.867 1.526 0.03
H -4.581 -4.081 1.129 0.01
C -8.409 1.225 2.738 -0.07
C -7.866 -0.218 2.725 -0.41
C -6.297 -0.350 2.471 -0.09
O -5.910 0.545 1.288 -0.23
C -4.554 0.965 1.028 -0.10
N -8.261 -0.868 4.007 0.02
H -8.318 1.634 1.732 0.07
H -8.138 1.829 3.603 0.08
H -9.498 1.276 2.773 0.06
H -8.347 -0.740 1.898 0.12
H -6.078 -1.391 2.233 0.07
H -5.786 -0.108 3.403 0.12
H -4.305 1.789 1.696 0.08
H -4.542 1.417 0.036 0.08
H -3.867 0.129 1.158 0.06
H -9.223 -0.656 4.232 0.06
H -8.226 -1.843 3.746 0.06
C -2.052 -7.569 1.352 -0.06
C -2.211 -6.272 2.217 -0.36
C -0.912 -5.348 2.197 -0.15
O 0.296 -5.890 2.754 -0.19
C 1.274 -4.964 3.109 -0.13
N -3.286 -5.605 1.520 0.00
H -1.207 -8.173 1.683 0.08
H -1.894 -7.254 0.320 0.07
H -2.990 -8.109 1.227 0.07
H -2.631 -6.495 3.198 0.14
H -1.123 -4.447 2.772 0.11
H -0.665 -4.989 1.198 0.12
H 1.699 -4.486 2.226 0.08
H 2.083 -5.481 3.625 0.08
H 0.841 -4.104 3.620 0.08
H -3.103 -5.766 0.540 0.06
H -4.077 -6.222 1.639 0.08
C 4.795 -3.120 2.767 -0.04
C 5.342 -3.433 4.195 -0.40
C 4.204 -3.799 5.220 -0.22
O 4.755 -3.886 6.477 -0.18
C 3.974 -4.661 7.311 -0.12
N 6.431 -4.397 4.239 0.04
H 4.001 -2.374 2.754 0.07
H 4.258 -4.025 2.482 0.06
H 5.563 -2.958 2.010 0.07
H 5.800 -2.490 4.496 0.12
H 3.692 -4.682 4.837 0.10
H 3.387 -3.088 5.343 0.13
H 4.436 -4.794 8.289 0.09
H 3.813 -5.624 6.825 0.09
H 3.020 -4.186 7.540 0.09
H 7.249 -4.002 3.797 0.07
H 6.614 -4.558 5.219 0.06
C -1.072 1.827 0.622 -0.03
C 0.358 1.557 0.098 -0.41
C 0.947 0.245 0.557 -0.22
O 1.039 0.173 1.927 -0.23
C 0.940 -1.090 2.535 -0.09
N 0.281 1.641 -1.344 0.07
H -1.009 2.236 1.631 0.09
H -1.624 0.904 0.447 0.07
H -1.535 2.625 0.041 0.06
H 0.991 2.402 0.370 0.10
H 2.008 0.142 0.327 0.12
H 0.386 -0.646 0.278 0.13
H 1.415 -0.984 3.510 0.10
H 1.554 -1.822 2.009 0.07
H -0.103 -1.401 2.489 0.09
H 0.941 0.969 -1.708 0.02
H -0.603 1.270 -1.664 0.05
C 3.634 4.089 -1.740 -0.07
C 4.444 5.335 -1.779 -0.41
C 5.030 5.508 -3.152 -0.25
O 4.150 5.415 -4.190 -0.19
C 4.761 5.505 -5.429 -0.10
N 3.515 6.455 -1.564 0.07
H 4.333 3.262 -1.863 0.09
H 2.913 4.053 -2.556 0.06
H 3.024 3.880 -0.861 0.07
H 5.258 5.189 -1.068 0.14
H 5.737 4.685 -3.252 0.13
H 5.589 6.437 -3.043 0.14
H 5.205 6.488 -5.588 0.09
H 3.993 5.290 -6.171 0.10
H 5.640 4.897 -5.646 0.09
H 2.906 6.411 -2.368 0.06
H 2.762 6.351 -0.899 0.02
C 5.459 -2.235 -0.975 -0.23
C 5.485 -3.763 -1.032 -0.26
O 6.773 -4.198 -1.353 -0.05
O 4.186 -1.746 -0.676 -0.09
H 5.689 -1.782 -1.940 0.13
H 6.247 -1.965 -0.272 0.12
H 4.866 -4.131 -1.850 0.10
H 5.046 -4.370 -0.239 0.12
H 6.692 -4.737 -2.144 0.09
H 4.169 -0.794 -0.559 0.08
C -4.918 5.306 -0.741 -0.19
C -3.562 4.612 -0.804 -0.30
O -3.596 3.531 -1.614 -0.07
O -4.857 6.709 -0.241 -0.09
H -5.602 4.808 -0.055 0.11
H -5.373 5.228 -1.728 0.11
H -3.331 4.326 0.222 0.12
H -2.887 5.312 -1.297 0.12
H -3.578 3.779 -2.541 0.07
H -5.752 7.052 -0.284 0.07
C 0.482 4.356 -3.949 -0.30
C -0.920 4.444 -4.492 -0.26
O -1.893 3.948 -3.677 -0.06
O 1.337 5.020 -4.776 -0.05
H 0.813 3.345 -3.713 0.12
H 0.614 4.943 -3.039 0.10
H -0.886 3.963 -5.469 0.12
H -1.196 5.478 -4.699 0.13
H -1.555 3.250 -3.111 0.08
H 2.173 4.930 -4.314 0.04
C 1.431 5.585 0.997 -0.72
O 1.977 4.787 1.810 -0.01
N 1.558 6.837 1.143 0.17
N 0.802 5.335 -0.160 0.18
H 1.238 7.484 0.437 0.12
H 2.131 7.219 1.883 0.14
H 0.437 6.150 -0.631 0.11
H 0.722 4.363 -0.421 0.09
C -1.749 -0.213 -3.848 -0.67
O -0.822 0.422 -4.442 -0.03
N -3.080 -0.129 -4.064 0.18
N -1.447 -1.100 -2.940 0.19
H -3.275 0.426 -4.885 0.11
H -3.841 -0.596 -3.591 0.08
H -0.485 -1.290 -2.699 0.08
H -2.152 -1.772 -2.673 0.09
C 1.884 -1.511 -2.937 -0.77
O 1.655 -0.588 -2.155 0.03
N 1.327 -1.719 -4.090 0.17
N 2.723 -2.424 -2.754 0.19
H 1.953 -2.076 -4.797 0.13
H 0.665 -0.960 -4.168 0.07
H 2.715 -3.212 -3.386 0.12
H 3.384 -2.495 -1.993 0.06
C 4.341 2.022 1.506 -0.87
O 4.667 0.939 1.094 0.04
N 5.062 3.064 1.360 0.18
N 3.282 2.277 2.116 0.22
H 5.803 2.933 0.686 0.12
H 4.935 3.877 1.947 0.12
H 2.539 1.620 2.300 0.11
H 3.103 3.271 2.133 0.06
```

**Calculated total energy**: -90493.9112 eV
**Energy relative to the best compared isomer or geometry (same formula, charge and spin)**: 743.72 kJ/mol
**Largest force on an atom**: 8.10 eV Å⁻¹

# C16H29Br4N3O12S3

A structure of composition C16H29Br4N3O12S3 at a distorted geometry (wB97M-V/def2-TZVPD, OMol25).

Structure (XYZ):
```
67
Properties=species:S:1:pos:R:3:lowdin_charge:R:1
C 4.965 -2.234 -1.656 -0.18
C 5.295 -0.931 -0.936 -0.14
O 6.435 -0.358 -1.651 -0.18
S 6.345 -0.798 -3.138 0.63
O 7.572 -1.395 -3.539 -0.23
O 5.802 0.264 -4.021 -0.28
O 5.141 -1.921 -3.058 -0.20
H 3.908 -2.552 -1.628 0.10
H 5.599 -2.996 -1.255 0.12
H 5.498 -1.049 0.147 0.14
H 4.488 -0.223 -0.980 0.09
C -3.194 1.113 -4.447 -0.13
C -3.388 2.644 -4.763 -0.14
O -2.208 3.285 -4.224 -0.19
S -1.627 2.375 -3.041 0.65
O -2.423 2.425 -1.791 -0.26
O -0.230 2.552 -3.005 -0.24
O -1.872 0.922 -3.801 -0.20
H -3.285 0.604 -5.407 0.12
H -3.953 0.775 -3.711 0.13
H -4.276 3.105 -4.319 0.13
H -3.383 2.792 -5.798 0.10
C -2.997 -3.863 4.389 -0.13
C -4.498 -3.682 4.134 -0.20
O -4.920 -4.883 3.501 -0.18
S -3.776 -5.237 2.388 0.65
O -3.942 -4.416 1.203 -0.24
O -3.717 -6.658 2.309 -0.22
O -2.544 -4.585 3.198 -0.21
H -2.889 -4.463 5.324 0.15
H -2.586 -2.911 4.446 0.09
H -4.723 -2.717 3.628 0.14
H -5.081 -3.583 5.071 0.14
Br 1.208 -3.031 -0.121 0.66
C 2.226 -3.218 1.521 -0.67
C 1.157 -3.810 2.571 -0.65
Br 1.904 -3.505 4.394 0.55
H 2.550 -2.225 1.848 0.03
H 3.139 -3.785 1.483 0.05
H 1.015 -4.902 2.454 0.06
H 0.211 -3.267 2.542 -0.01
Br 1.680 2.095 0.162 0.66
C 0.739 0.639 0.952 -0.73
C 0.034 1.085 2.298 -0.69
Br -1.031 -0.410 2.823 0.67
H 1.382 -0.164 1.297 0.02
H -0.076 0.341 0.273 0.05
H -0.652 1.913 2.233 -0.01
H 0.638 1.400 3.128 0.05
C -3.290 2.970 1.162 -0.04
C -2.807 2.980 2.625 -0.26
N -2.567 3.037 3.781 0.12
H -3.963 2.152 1.202 0.07
H -2.489 2.657 0.562 0.02
H -3.661 3.960 0.925 0.08
C 2.511 1.561 -4.500 -0.05
C 2.542 0.513 -3.459 -0.23
N 2.356 -0.347 -2.683 0.16
H 3.367 1.501 -5.207 0.10
H 2.644 2.455 -3.966 0.06
H 1.602 1.544 -5.037 0.06
C -0.083 5.782 2.257 -0.07
C -0.758 5.632 0.989 -0.28
N -1.385 5.480 0.047 0.16
H -0.263 6.782 2.710 0.10
H 0.965 5.676 2.112 0.07
H -0.384 5.108 3.052 0.07
```

**Calculated total energy**: -358773.0278 eV
**Largest force on an atom**: 5.29 eV Å⁻¹

Which value of largest force on an atom does entry 3 give?
5.29 eV Å⁻¹